Entry 1:
{"formula": "C2H14NSi3", "method": "ωB97M-V with the def2-TZVPD basis set", "energy_ev": -27414.204, "lumo_ha": -0.20820, "homo_lumo_gap_ev": 8.21, "mol_weight_g_mol": 136.40, "fmax_ha_per_bohr": 0.08292, "total_charge": 1, "species": ["C", "C", "N", "Si", "Si", "Si", "H", "H", "H", "H", "H", "H", "H", "H", "H", "H", "H", "H", "H", "H"], "xyz": [[-1.8512, -2.9107, 0.0544], [-1.6238, 1.3393, 0.3332], [-2.0898, 1.9359, -0.7665], [3.4277, -0.3913, 0.0958], [0.1052, 1.6185, 0.9874], [1.4814, 0.6419, -0.6749], [-1.9936, -2.1607, 0.8054], [-0.8221, -2.6818, -0.4132], [-2.5434, -3.1001, -0.8156], [-2.2838, 0.6324, 0.8742], [-1.5649, 2.5199, -1.3865], [-1.5701, -3.7714, 0.5117], [-3.0533, 2.0106, -1.0518], [4.6752, 0.1445, -0.4782], [3.4258, -1.7855, 0.0194], [3.3384, 0.0718, 1.3905], [0.2633, 0.9571, 2.3218], [0.3216, 3.1906, 0.9759], [1.9072, 1.9492, -1.3501], [0.4502, -0.2101, -1.4328]]}

=====

Entry 2:
{"formula": "C2H14O4S", "method": "ωB97M-V with the def2-TZVPD basis set", "smiles": "CCS.O.O.O.O", "energy_ev": -21326.048, "lumo_ha": 0.01942, "homo_lumo_gap_ev": 9.64, "mol_weight_g_mol": 134.20, "fmax_ha_per_bohr": 0.03042, "species": ["C", "C", "S", "H", "H", "H", "H", "H", "H", "O", "H", "H", "O", "H", "H", "O", "H", "H", "O", "H", "H"], "xyz": [[-4.0771, -4.0425, 1.2128], [-3.3628, -3.2313, 0.1092], [-2.7786, -1.6111, 0.6379], [-3.7997, -5.0929, 1.1539], [-5.1441, -3.9049, 1.1182], [-3.7692, -3.6338, 2.1562], [-2.5195, -3.8204, -0.2724], [-3.9641, -3.2112, -0.8028], [-3.8175, -0.9430, 0.1193], [2.7692, 5.4805, -2.7077], [3.5794, 5.2233, -2.2610], [2.3089, 4.6729, -2.9503], [0.9524, 3.5388, -0.1855], [1.0228, 4.4371, -0.5290], [1.8691, 3.2388, -0.1557], [2.6187, 1.0865, -0.7648], [1.6658, 0.9504, -0.7136], [2.9112, 1.1250, 0.1561], [4.3979, 0.2594, 1.5171], [5.1441, -0.1351, 1.0644], [3.9931, -0.3865, 2.0977]]}

=====

Entry 3:
{"formula": "C2H14O4S", "method": "ωB97M-V with the def2-TZVPD basis set", "smiles": "CSC.O.O.O.O", "energy_ev": -21326.807, "lumo_ha": 0.02087, "homo_lumo_gap_ev": 9.05, "mol_weight_g_mol": 134.20, "fmax_ha_per_bohr": 0.01530, "species": ["C", "S", "C", "H", "H", "H", "H", "H", "H", "O", "H", "H", "O", "H", "H", "O", "H", "H", "O", "H", "H"], "xyz": [[1.0309, -1.3332, -0.7836], [1.5016, 0.2934, -1.3935], [-0.1577, 1.0004, -1.5596], [1.8595, -1.8464, -0.3014], [0.6893, -1.9489, -1.5950], [0.2076, -1.2416, -0.0892], [-0.0233, 2.0919, -1.6099], [-0.6685, 0.5740, -2.4194], [-0.6704, 0.7795, -0.6382], [-0.9401, 0.9012, 2.6833], [-0.1496, 1.2427, 2.2377], [-1.5926, 1.6013, 2.5833], [-1.8416, -1.4209, 1.4869], [-1.5690, -2.2059, 1.9701], [-1.4794, -0.6471, 1.9515], [1.2896, 1.9693, 1.3483], [1.7758, 1.8397, 2.1725], [1.8453, 1.5412, 0.6711], [-1.7221, -1.8162, -1.3433], [-1.8328, -1.8662, -0.3800], [-2.5700, -2.0661, -1.7196]]}

=====

Entry 4:
{"formula": "C2H14O5", "method": "ωB97M-V with the def2-TZVPD basis set", "spin_multiplicity": 2, "energy_ev": -12537.251, "lumo_ha": [0.12286, 0.11697], "homo_lumo_gap_ev": [2.83, 10.58], "mol_weight_g_mol": 118.13, "fmax_ha_per_bohr": 0.01715, "total_charge": -1, "s2": 0.750, "species": ["C", "C", "H", "H", "H", "H", "H", "H", "O", "H", "H", "O", "H", "H", "O", "H", "H", "O", "H", "H", "O"], "xyz": [[-0.8406, -2.7081, -1.9451], [-2.0682, -2.2244, -1.8760], [-0.0579, -2.2802, -1.3309], [-0.5190, -3.5823, -2.4942], [-2.3045, -1.4339, -1.1792], [-2.8481, -2.6189, -2.5225], [2.2911, 0.8461, -1.2568], [1.9957, 1.7128, -2.4558], [1.7023, 1.5709, -1.5460], [2.0224, -1.1967, 0.5884], [3.3692, -0.7527, 0.0672], [2.4555, -0.9061, -0.2424], [-1.9317, 0.4122, 1.8699], [-3.2289, 0.9308, 1.3311], [-2.8885, 0.3578, 2.0253], [1.4652, 1.6987, 3.8206], [1.0454, 1.8456, 2.4021], [1.6536, 2.2512, 3.0494], [0.2553, 1.8199, 0.2820], [-1.0359, 2.5203, 0.5642], [-0.5323, 1.7370, 0.8488]]}

=====

Entry 5:
{"formula": "C2H14O5", "method": "ωB97M-V with the def2-TZVPD basis set", "smiles": "CCO.O.O.O.O", "energy_ev": -12538.521, "lumo_ha": 0.01234, "homo_lumo_gap_ev": 10.79, "mol_weight_g_mol": 118.13, "fmax_ha_per_bohr": 0.01423, "species": ["C", "C", "O", "H", "H", "H", "H", "H", "H", "O", "H", "H", "O", "H", "H", "O", "H", "H", "O", "H", "H"], "xyz": [[14.0312, -11.3688, 0.9216], [13.2773, -10.2452, 0.2490], [12.8782, -10.7036, -1.0557], [14.3257, -11.1132, 1.9401], [14.9826, -11.5407, 0.4035], [13.4813, -12.3062, 0.8660], [13.9504, -9.3902, 0.1314], [12.3811, -9.9647, 0.8012], [12.1941, -10.1186, -1.4120], [10.7276, -13.5343, -1.3272], [11.5979, -13.1916, -1.5632], [10.2815, -13.6162, -2.1746], [14.4587, -9.5082, 4.3883], [15.0192, -10.2040, 4.7441], [14.9400, -9.1690, 3.6280], [13.0628, -12.6138, -3.0855], [12.9697, -11.9232, -2.4048], [13.9936, -12.5830, -3.3219], [11.4193, -8.7950, -2.5843], [11.9284, -8.5660, -3.3673], [10.6536, -8.2138, -2.5936]]}

=====

Entry 6:
{"formula": "C2H14O6", "method": "ωB97M-V with the def2-TZVPD basis set", "spin_multiplicity": 2, "energy_ev": -14576.451, "lumo_ha": [-0.19409, -0.34470], "homo_lumo_gap_ev": [9.44, 5.34], "mol_weight_g_mol": 134.13, "fmax_ha_per_bohr": 0.03088, "total_charge": 1, "s2": 0.757, "species": ["O", "C", "C", "H", "H", "H", "H", "H", "H", "O", "H", "H", "O", "H", "H", "O", "H", "H", "O", "H", "H", "O"], "xyz": [[-1.1983, 0.8824, 1.5202], [-0.8447, -0.1956, 1.9231], [0.5431, -0.4979, 2.3977], [-1.4921, -1.0984, 1.8870], [0.9238, 0.3944, 2.8749], [1.1890, -0.7514, 1.5197], [0.4841, -1.2739, 3.1738], [-1.3577, -1.2749, -1.0478], [-0.2313, -1.8256, -0.2136], [-1.0705, -1.3168, -0.1299], [0.1543, 0.2953, -2.4550], [1.7329, 0.2937, -2.4218], [0.9655, -0.2782, -2.3278], [1.4225, -1.5356, -1.1319], [2.0070, -2.8027, -0.5275], [1.4600, -2.0498, -0.2769], [-0.4412, 3.5119, 1.0957], [-0.1339, 2.1470, 0.6896], [-0.1126, 3.0442, 0.3076], [-1.8756, 1.0056, -1.8948], [-0.9217, 2.1219, -2.4092], [-1.2025, 1.2043, -2.5530]]}

=====

Entry 7:
{"formula": "C2H15NO4", "method": "ωB97M-V with the def2-TZVPD basis set", "spin_multiplicity": 2, "energy_ev": -11996.651, "lumo_ha": [0.10638, 0.10487], "homo_lumo_gap_ev": [1.80, 8.58], "mol_weight_g_mol": 117.14, "fmax_ha_per_bohr": 0.00894, "total_charge": -1, "s2": 0.750, "species": ["C", "C", "N", "H", "H", "H", "H", "H", "H", "H", "H", "H", "O", "H", "H", "O", "H", "H", "O", "H", "H", "O"], "xyz": [[-0.5585, 0.1459, 2.4330], [-0.8868, -1.1004, 1.6140], [-0.3707, -0.9306, 0.2463], [-0.5750, -0.0144, 3.5131], [0.4429, 0.4727, 2.1616], [-1.2574, 0.9571, 2.2056], [-0.3464, -1.9377, 2.0666], [-1.9507, -1.3519, 1.6304], [-0.8266, -1.5958, -0.3713], [-0.5855, 0.0044, -0.0911], [-2.7637, -4.4470, 0.3707], [-1.3611, -3.9697, 0.7702], [-2.1451, -3.7013, 0.2541], [2.1944, 2.0974, -2.7776], [1.6355, 2.0281, -4.2307], [1.5108, 2.4572, -3.3820], [0.4230, 2.5686, -1.8196], [-0.4158, 2.9973, -0.6142], [0.2763, 2.3824, -0.8743], [2.7275, 0.3163, -1.3891], [2.0270, 1.3712, -0.5716], [2.8061, 1.2504, -1.1441]]}

=====

Entry 8:
{"formula": "C2H15NO5", "method": "ωB97M-V with the def2-TZVPD basis set", "energy_ev": -14037.565, "lumo_ha": -0.19908, "homo_lumo_gap_ev": 4.56, "mol_weight_g_mol": 133.14, "fmax_ha_per_bohr": 0.03840, "species": ["C", "C", "N", "H", "H", "H", "H", "H", "H", "H", "O", "H", "H", "O", "H", "H", "O", "H", "H", "O", "H", "H", "O"], "xyz": [[-0.0181, -2.1674, -0.3752], [0.6555, -0.8026, -0.3607], [0.9010, -0.2483, 0.8875], [-0.8727, -2.2314, 0.3021], [0.6455, -2.9611, -0.0214], [-0.3764, -2.4731, -1.3555], [-0.0038, -0.1387, -0.9813], [1.5659, -0.7926, -0.9704], [3.3191, 2.4229, -0.9412], [0.2802, -0.5213, 1.7213], [2.7434, 1.7285, -1.2693], [1.8946, -0.1995, 1.1105], [-0.9117, -0.8288, 3.5718], [-0.5909, -1.0759, 2.6985], [-0.8883, 1.3777, -1.4257], [-1.9470, 1.7360, -2.4376], [-1.7226, 1.0135, -1.8380], [-2.3137, 0.4421, 0.9113], [-1.8568, -0.8509, 1.6693], [-2.4466, -0.5110, 0.9423], [1.8279, 1.9088, -0.9375], [-0.1015, 3.0208, -0.3124], [0.2169, 2.1521, -0.5884]]}

=====

What did the sixth record say?
{"formula": "C2H14O6", "method": "ωB97M-V with the def2-TZVPD basis set", "spin_multiplicity": 2, "energy_ev": -14576.451, "lumo_ha": [-0.19409, -0.34470], "homo_lumo_gap_ev": [9.44, 5.34], "mol_weight_g_mol": 134.13, "fmax_ha_per_bohr": 0.03088, "total_charge": 1, "s2": 0.757, "species": ["O", "C", "C", "H", "H", "H", "H", "H", "H", "O", "H", "H", "O", "H", "H", "O", "H", "H", "O", "H", "H", "O"], "xyz": [[-1.1983, 0.8824, 1.5202], [-0.8447, -0.1956, 1.9231], [0.5431, -0.4979, 2.3977], [-1.4921, -1.0984, 1.8870], [0.9238, 0.3944, 2.8749], [1.1890, -0.7514, 1.5197], [0.4841, -1.2739, 3.1738], [-1.3577, -1.2749, -1.0478], [-0.2313, -1.8256, -0.2136], [-1.0705, -1.3168, -0.1299], [0.1543, 0.2953, -2.4550], [1.7329, 0.2937, -2.4218], [0.9655, -0.2782, -2.3278], [1.4225, -1.5356, -1.1319], [2.0070, -2.8027, -0.5275], [1.4600, -2.0498, -0.2769], [-0.4412, 3.5119, 1.0957], [-0.1339, 2.1470, 0.6896], [-0.1126, 3.0442, 0.3076], [-1.8756, 1.0056, -1.8948], [-0.9217, 2.1219, -2.4092], [-1.2025, 1.2043, -2.5530]]}

=====

Please write out number 8 again, unchanged.
{"formula": "C2H15NO5", "method": "ωB97M-V with the def2-TZVPD basis set", "energy_ev": -14037.565, "lumo_ha": -0.19908, "homo_lumo_gap_ev": 4.56, "mol_weight_g_mol": 133.14, "fmax_ha_per_bohr": 0.03840, "species": ["C", "C", "N", "H", "H", "H", "H", "H", "H", "H", "O", "H", "H", "O", "H", "H", "O", "H", "H", "O", "H", "H", "O"], "xyz": [[-0.0181, -2.1674, -0.3752], [0.6555, -0.8026, -0.3607], [0.9010, -0.2483, 0.8875], [-0.8727, -2.2314, 0.3021], [0.6455, -2.9611, -0.0214], [-0.3764, -2.4731, -1.3555], [-0.0038, -0.1387, -0.9813], [1.5659, -0.7926, -0.9704], [3.3191, 2.4229, -0.9412], [0.2802, -0.5213, 1.7213], [2.7434, 1.7285, -1.2693], [1.8946, -0.1995, 1.1105], [-0.9117, -0.8288, 3.5718], [-0.5909, -1.0759, 2.6985], [-0.8883, 1.3777, -1.4257], [-1.9470, 1.7360, -2.4376], [-1.7226, 1.0135, -1.8380], [-2.3137, 0.4421, 0.9113], [-1.8568, -0.8509, 1.6693], [-2.4466, -0.5110, 0.9423], [1.8279, 1.9088, -0.9375], [-0.1015, 3.0208, -0.3124], [0.2169, 2.1521, -0.5884]]}